Record 1
The following is a DFT calculation (ωB97M-V/def2-TZVPD) of C47H37N7O2PRu as an isolated structure.

Geometry (Å):
Ru 0.12354 0.57406 -0.65024
P -2.39617 -0.60273 1.33956
O 4.16841 -5.15467 -0.92086
O 6.07789 -4.46894 -1.66277
N -1.06054 1.78951 -2.19183
N 1.96182 0.26406 0.79685
N 4.92664 -4.29946 -1.33605
N 3.10489 1.02693 -1.87867
N 1.23350 -1.07341 -1.94272
N -1.21111 -0.34972 0.27956
N 1.33999 2.33025 -1.00783
C 2.09989 -3.72278 -2.12260
C -1.04669 1.80667 4.32786
C -3.30619 0.29582 3.75440
C 2.03761 -0.46046 1.91547
C -4.98667 -0.91299 0.28873
C 5.71188 0.51135 -0.91265
C -4.07125 1.31519 0.35329
C 3.02138 -2.70245 -1.78178
C 2.69968 1.87703 -0.76718
C 5.26252 -1.91703 -1.20304
C -1.21853 4.13973 -2.64169
C 0.80440 -3.39285 -2.38827
C -2.90727 0.25766 -2.60785
C 3.03521 3.91701 -3.17408
C -2.22063 -4.19893 3.25280
C 0.40733 -2.05656 -2.22663
C -2.54801 -4.63006 0.90964
C 2.78860 1.30955 0.62248
C 3.51242 -0.30672 -1.62892
C 4.17844 3.28904 -2.48946
C 1.20905 -1.69892 2.03488
C -6.14291 -0.41835 -0.30130
C -3.93946 -0.05142 0.60181
C -2.59004 -3.27018 0.66387
C -2.26954 -2.83307 3.00930
C -2.46061 -2.35858 1.71433
C 4.81693 -0.58017 -1.27527
C -0.51022 3.01564 -2.26909
C 1.72473 3.85154 -2.94422
C -3.11307 2.73395 -2.94501
C -2.34134 1.63781 -2.55742
C -1.10206 1.06985 3.15119
C -6.26318 0.93847 -0.55783
C 3.64109 1.75979 1.60339
C 2.57022 -1.36246 -1.80255
C 2.89263 -0.06831 2.95193
C 0.96552 3.05709 -1.98550
C 3.66842 1.06128 2.80987
C 4.39119 -2.92714 -1.46409
C -2.11347 1.78437 5.21127
C -2.22263 0.30251 2.87076
C -5.22814 1.80663 -0.22396
C 5.29625 1.77726 -0.92895
C -3.24561 1.02767 4.92484
C -2.36129 -5.09551 2.20657
C 3.97673 2.15206 -1.51323
C -2.56137 3.99490 -2.96559
H -0.17031 2.40252 4.54605
H -2.32632 -6.15939 2.39830
H -3.97095 0.27135 -2.36844
H 1.82203 -2.50360 2.44336
H -3.15564 4.85270 -3.24857
H -2.79408 -0.14343 -3.61774
H -0.64279 -1.80297 -2.30837
H -7.17145 1.32661 -0.99951
H 0.37791 -1.54155 2.72564
H 4.31345 1.38670 3.61474
H -2.07285 2.36438 6.12307
H -0.26783 1.08481 2.46175
H -6.95211 -1.09361 -0.54392
H 1.10262 4.41897 -3.62221
H -2.72805 -2.91795 -0.35265
H -4.90902 -1.97103 0.50565
H 4.27564 2.61710 1.43277
H -5.33426 2.86951 -0.39811
H -4.14352 2.57675 -3.23251
H -0.74419 5.11037 -2.66386
H 4.68951 4.08891 -1.93741
H -2.07524 -4.55980 4.26167
H 5.95675 2.58352 -0.63635
H -2.15560 -2.14100 3.83262
H -3.27401 2.00114 0.62261
H 0.07450 -4.13646 -2.67173
H -4.08026 1.01604 5.61225
H 3.32097 4.55807 -4.00188
H -4.19701 -0.28056 3.52717
H 4.91198 2.97921 -3.24079
H 2.93418 -0.65725 3.85802
H 6.71455 0.25772 -0.59596
H 2.43379 -4.74695 -2.17069
H 0.79919 -2.00527 1.07585
H 6.28875 -2.14146 -0.94978
H -2.40006 -0.39479 -1.89964
H -2.66103 -5.33015 0.09310

Calculated values
**⟨S²⟩**: 8.769
**Total charge**: +2
**HOMO level (alpha / beta)**: -12.740 / -13.381 eV
**2S+1**: 6
**Frontier orbital gap (alpha / beta)**: 6.92 / 6.99 eV

Atomic partial charges in e from the Löwdin method, atoms 1 to 6: 1.4366 0.8416 0.0910 0.1250 0.0499 0.0636

***

Record 2
The following is a DFT calculation (ωB97M-V/def2-TZVPD) of C47H38CrN4O2P2S4 as an isolated structure.

Geometry (Å):
Cr -0.02453 0.00218 0.98138
S 1.97607 2.06416 0.68140
S -2.28415 -1.05223 -0.95783
S 2.04112 -1.90444 4.15684
S -1.10797 -0.82985 4.34243
P 1.94521 0.92820 -0.97085
P -0.52973 -0.86350 -1.88683
O -0.24877 -0.70851 5.49900
O -2.24205 0.03429 4.19330
N -0.25124 -0.77410 2.99361
N 1.41877 -1.49238 1.70438
N -3.17662 -6.40157 4.30750
N -1.13329 1.42146 1.13235
C 5.89598 -1.49858 -1.06435
C -3.73807 3.41149 -1.40575
C -0.07550 -2.56321 -2.40935
C 2.07193 1.98131 -2.46622
C 0.65834 -0.15530 -0.93204
C -1.91246 -4.64336 5.39205
C -1.68470 2.45099 1.59353
C -2.49819 3.28253 0.65383
C -0.70708 0.39341 -5.83158
C -1.10424 1.71011 -5.67402
C -1.14527 1.40419 -3.29326
C -1.69928 -2.49456 4.34815
C 2.31980 2.25419 -4.85126
C -0.89277 -3.31323 -3.25542
C -1.27766 3.42008 5.72758
C -2.65837 -5.10612 4.31214
C -1.53259 2.85979 3.02046
C 2.27278 1.43948 -3.73402
C 3.54976 0.02135 -1.03866
C -2.92199 -4.24036 3.24668
C -2.44613 -2.94587 3.26510
C 4.60324 0.33187 -0.18784
C -0.19013 2.94512 5.01205
C -1.31766 2.21766 -4.39722
C 5.76722 -0.42429 -0.19812
C 0.57384 -5.20548 -3.03333
C -0.52674 -0.42027 -4.71944
C 0.95066 -1.37762 2.92785
C -0.56433 -4.61699 -3.57667
C 2.69443 -1.99211 1.68910
C 3.69482 -1.05261 -1.91456
C 2.16682 3.62822 -4.71814
C -2.49161 3.62660 5.08686
C 1.91416 3.35671 -2.34366
C 1.04007 -3.16871 -1.84932
C -0.75380 0.07338 -3.44105
C 4.85500 -1.80856 -1.93140
C 1.96258 4.17675 -3.46254
C 1.36725 -4.48360 -2.15766
C -3.03099 2.66523 -0.47868
C -1.43191 -3.34266 5.40773
C 3.18337 -2.30280 2.90948
C -2.61729 3.35453 3.73603
C -0.31494 2.66567 3.66069
C -3.92020 4.77593 -1.21191
C -2.69023 4.64474 0.85104
C -3.39572 5.38979 -0.08403
H -1.70431 -5.30647 6.22342
H 2.87668 -1.33089 -2.57032
H 0.82539 -6.22895 -3.28103
H 1.83362 5.24568 -3.34906
H -3.34758 3.98162 5.64679
H -2.27435 5.12717 1.72715
H -0.84017 -2.98210 6.23626
H -2.66298 -7.06075 4.87065
H -0.18946 -1.43954 -4.85845
H 2.23743 -4.94007 -1.70261
H 4.48631 1.15498 0.50586
H -1.60758 3.25112 -4.25943
H -2.64130 -2.28388 2.43010
H -4.47467 5.35863 -1.93720
H -4.14553 2.92314 -2.28196
H -1.23685 2.34703 -6.53988
H -3.56897 3.49002 3.23840
H -1.80545 -2.87376 -3.64124
H 0.75297 2.76726 5.51139
H -1.20484 -5.18571 -4.23870
H 1.74338 3.77856 -1.36047
H 6.79911 -2.09576 -1.06253
H -1.18581 3.61606 6.78775
H 0.51870 2.26670 3.09822
H 4.94001 -2.64704 -2.61115
H 3.21005 -2.11341 0.74741
H 6.57102 -0.17761 0.48388
H -1.29967 1.80409 -2.29632
H -2.88031 1.59957 -0.61821
H -3.52944 6.45311 0.07104
H -0.52714 -0.00498 -6.82257
H -3.49721 -4.58963 2.39794
H 2.19982 4.26551 -5.59346
H 2.37674 0.36992 -3.86372
H 1.63202 -2.59721 -1.14096
H 4.14030 -2.73558 3.13890
H -3.36617 -6.76863 3.38803
H 2.46128 1.81326 -5.82945

Calculated values
**⟨S²⟩**: 3.935
**Total charge**: -1
**HOMO level (alpha / beta)**: -4.456 / -4.809 eV
**2S+1**: 4
**Frontier orbital gap (alpha / beta)**: 6.83 / 7.19 eV

Atomic partial charges in e from the Löwdin method, atoms 1 to 6: 0.5240 0.3481 0.2555 1.0689 0.5659 0.4311

***

The calculation returns the following molecular weight values, one per record and in order: 863.90, 933.06 g mol⁻¹.
The calculation returns the following ΔE to the lowest compared entry with this formula, charge and spin values, one per record and in order: 69.3, 4.3 kcal per mole.